(1)
44
Properties=species:S:1:pos:R:3:forces:R:3:lowdin_charge:R:1 method="wB97M-V/def2-TZVPD" spin_multiplicity=6 total_charge=-1 max_force_ha_per_bohr=0.04934 homo_ev="-5.3 / -5.3"
Fe -0.27576 0.64153 -0.30292 -0.099 -0.483 1.088 0.988
O 1.60938 0.56410 6.32271 -0.328 0.042 1.404 -0.038
C 0.38762 0.61027 6.07232 0.105 -0.057 0.298 -0.706
O -0.68022 0.63605 6.72517 0.857 0.002 0.873 -0.052
C 0.15374 0.61830 4.61040 -0.671 -0.131 -1.222 -0.102
C -1.16625 0.62480 4.13557 -0.211 -0.056 -0.994 0.026
C -1.33602 0.63995 2.75544 -0.144 0.258 -0.363 -0.118
N -0.29691 0.63113 1.91623 0.465 -0.133 -1.148 0.016
C 0.97842 0.55920 2.36959 -1.151 0.156 0.106 -0.165
C 1.24064 0.57482 3.72682 0.002 -0.088 -1.039 0.080
C 2.05085 0.50604 1.30411 1.735 0.586 0.843 -0.542
O 3.23563 0.60877 1.63170 -1.566 -0.380 -0.590 0.064
O 1.63772 0.40545 0.06352 -0.786 0.337 -0.022 -0.128
H -2.08571 0.60953 4.75387 1.212 0.076 -0.064 0.128
H -2.31355 0.68965 2.24431 0.520 -0.086 0.546 0.070
H 2.29744 0.53473 3.98975 -0.556 0.051 0.537 0.134
Cl -0.29676 4.89413 -6.05494 0.071 1.599 -1.088 0.708
C -0.26005 3.68385 -4.90423 -0.073 -1.893 1.688 -0.743
C -0.27863 2.34889 -5.36160 0.118 -0.426 0.560 -0.090
C -0.30504 1.29162 -4.46242 -0.127 0.675 0.221 0.005
C -0.32154 1.51003 -3.04586 0.039 0.541 0.603 -0.276
O -0.25162 0.47049 -2.25763 -0.094 1.537 -0.191 -0.152
C -0.36246 2.91772 -2.56900 0.496 -1.554 -1.185 -0.114
C -0.40808 3.42552 -1.23413 -0.517 -1.307 1.382 -0.143
O -0.67116 2.78291 -0.17036 0.969 0.379 -2.020 -0.063
C -0.27273 3.92350 -3.54004 -0.224 0.650 -1.019 -0.072
H -0.23655 2.17775 -6.44238 -0.116 -0.066 0.446 0.107
H -0.33328 0.25604 -4.79154 0.113 0.215 0.029 0.119
H -0.20500 4.51168 -1.19076 -0.272 -0.288 0.424 0.135
H -0.27686 4.95614 -3.19680 0.039 -0.083 -0.115 0.111
S -2.92971 0.01639 -0.35485 1.081 -1.060 0.025 0.558
C -1.99314 -1.45926 -0.29885 -0.041 0.104 0.066 -1.008
N -0.66333 -1.38394 -0.24982 -1.299 -1.082 0.098 -0.106
C -0.05331 -2.63824 -0.18358 0.227 -1.091 -0.355 -0.245
C 1.34777 -2.92214 -0.17199 -1.302 0.648 -0.064 0.005
C 1.76281 -4.24818 -0.18835 0.232 0.079 0.051 -0.097
C 0.84857 -5.31209 -0.21934 -0.156 0.516 0.161 -0.100
C -0.51917 -5.03429 -0.20847 -0.083 -0.475 0.044 -0.110
C -0.99743 -3.72127 -0.21100 2.131 0.286 0.124 -0.512
S -2.61826 -3.17019 -0.27695 0.163 1.816 -0.012 1.014
H 2.02404 -2.05826 -0.17893 -0.127 -0.550 0.060 0.109
H 2.83284 -4.47461 -0.15542 -0.373 0.154 -0.085 0.104
H 1.23114 -6.34018 -0.22719 -0.367 0.456 0.030 0.102
H -1.23004 -5.85839 -0.17216 0.106 0.128 -0.131 0.101

(2)
148
Properties=species:S:1:pos:R:3:forces:R:3:lowdin_charge:R:1 method="wB97M-V/def2-TZVPD" e_above_lowest_kj_mol=0.0 total_charge=+4 max_force_ha_per_bohr=0.03277 homo_ev=-16.8
C 2.54093 27.26517 -0.29270 0.192 0.075 -0.093 -0.055
C 3.72596 28.03761 0.24955 0.476 0.470 0.728 -0.159
N 4.26331 29.18607 -0.59372 0.884 -0.033 -0.711 -0.255
C 4.45335 28.66438 -1.98903 -1.490 0.088 0.158 -0.004
C 3.35737 30.38686 -0.55411 -0.214 0.420 -0.581 -0.138
C 3.80893 31.56216 -1.42075 -1.009 0.336 0.384 -0.037
C 5.65945 29.55377 -0.16858 0.841 0.190 -0.177 -0.092
C 5.79022 30.42810 1.06248 -0.176 0.758 0.536 -0.204
O 4.86968 30.11480 2.07455 -0.435 -0.451 -0.089 -0.217
C 4.97214 31.01254 3.17842 0.349 -0.411 0.393 -0.053
H 2.14218 26.66898 0.52671 0.073 -0.023 0.023 0.095
H 2.86267 26.57050 -1.06664 -0.132 -0.002 -0.067 0.041
H 1.71808 27.88844 -0.64223 0.067 0.072 -0.050 0.087
H 4.61157 27.40866 0.36329 -0.331 -0.348 0.087 0.083
H 3.52445 28.50736 1.21179 -0.078 -0.164 -0.032 0.126
H 4.98460 29.37871 -2.60675 0.259 -0.093 0.123 0.090
H 3.44780 28.56344 -2.39872 0.135 -0.190 -0.180 0.114
H 4.90236 27.67844 -1.90773 0.244 0.093 -0.095 0.086
H 3.25214 30.69337 0.48339 0.099 -0.174 0.026 0.134
H 2.37997 30.06716 -0.91290 0.054 -0.277 0.080 0.132
H 2.94094 32.22720 -1.48053 -0.040 -0.093 0.060 0.104
H 3.98752 31.30984 -2.46362 0.464 -0.023 0.093 0.079
H 4.54957 32.19525 -0.93957 0.471 -0.279 -0.361 0.081
H 6.11737 30.11580 -0.98641 -0.417 0.401 0.006 0.132
H 6.30401 28.67198 -0.21400 -0.569 -0.423 0.705 0.136
H 5.62882 31.46834 0.75433 -0.054 0.037 -0.014 0.117
H 6.80627 30.42829 1.47259 0.164 -0.351 -0.288 0.144
H 4.89209 32.04687 2.84761 0.170 0.106 0.039 0.101
H 5.90821 30.79327 3.69779 0.206 0.481 -0.094 0.099
H 4.20008 30.81122 3.91712 -0.312 -0.158 -0.376 0.100
C 8.99029 25.41896 0.24191 0.562 -0.006 0.128 -0.067
C 9.36486 24.39900 -0.81488 0.915 -0.163 -0.099 -0.173
N 9.61168 22.98352 -0.30082 -1.301 0.611 -0.183 -0.258
C 10.13770 22.17436 -1.45657 0.221 0.310 0.822 0.038
C 10.55248 22.97932 0.90827 -0.225 0.128 -1.427 -0.120
C 11.93048 23.49651 0.52685 0.431 -0.172 0.885 -0.042
C 8.24748 22.49007 0.10023 -0.697 -1.267 0.150 -0.129
C 8.12556 20.99926 0.39469 0.766 0.325 0.647 -0.216
O 8.18912 20.23436 -0.77104 -0.120 -0.065 -0.607 -0.216
C 7.83584 18.86841 -0.55612 -0.778 0.349 0.272 -0.054
H 8.26780 25.06999 0.97449 -0.512 0.200 -0.418 0.061
H 8.66115 26.29383 -0.31517 -0.425 0.031 0.301 0.083
H 9.84633 25.74691 0.83708 0.195 -0.107 -0.246 0.088
H 10.30417 24.68257 -1.29203 -0.035 0.131 0.059 0.119
H 8.63870 24.31090 -1.62217 -0.287 -0.081 0.253 0.118
H 10.47562 21.20081 -1.11154 -0.110 0.007 0.056 0.121
H 10.98982 22.73551 -1.82685 -0.096 -0.129 -0.446 0.108
H 9.30730 22.05197 -2.14264 0.188 0.075 -0.295 0.089
H 10.54132 21.92515 1.17058 0.390 0.136 0.537 0.124
H 10.06066 23.60230 1.64813 0.048 -0.164 0.203 0.125
H 11.96646 24.48713 0.07676 -0.329 -0.125 -0.283 0.086
H 12.49636 22.76889 -0.05025 -0.036 0.118 -0.196 0.092
H 12.50656 23.64570 1.44405 -0.092 -0.240 0.076 0.104
H 7.46853 22.66007 -0.64831 0.573 0.609 -0.439 0.089
H 7.87607 23.03150 0.96686 0.401 0.149 0.094 0.110
H 7.15491 20.90397 0.90446 0.045 -0.248 -0.032 0.121
H 8.92160 20.67928 1.08347 -0.278 -0.139 0.171 0.132
H 6.85897 18.87730 -0.05161 0.141 -0.340 0.123 0.090
H 8.56711 18.32949 0.04674 0.061 0.045 -0.027 0.105
H 7.68725 18.37759 -1.51449 0.327 0.081 -0.085 0.093
C 2.61441 20.71064 -5.30441 0.402 0.177 -0.137 -0.034
C 4.05573 20.50161 -4.86851 0.695 -0.118 0.756 -0.132
N 4.46898 21.16128 -3.54739 -0.524 0.133 0.565 -0.263
C 4.27990 22.65388 -3.64231 0.391 -0.666 0.151 -0.004
C 3.61466 20.58360 -2.43840 -1.117 0.712 0.617 -0.146
C 3.60488 21.39859 -1.13403 0.771 -0.020 -0.673 -0.061
C 5.88534 20.87531 -3.14503 0.850 -0.652 -1.273 -0.088
C 6.95656 21.17767 -4.20139 0.210 0.631 0.735 -0.169
O 7.28619 22.56326 -4.10283 0.106 -0.411 -0.244 -0.214
C 8.39060 22.92795 -4.92363 -0.287 0.315 -0.237 -0.071
H 2.41079 21.73536 -5.61402 0.068 0.058 0.128 0.086
H 1.89318 20.41407 -4.55049 -0.101 -0.136 -0.144 0.080
H 2.46725 20.10855 -6.20027 -0.072 -0.149 0.095 0.106
H 4.77273 20.89757 -5.58300 -0.255 -0.120 -0.245 0.117
H 4.30492 19.45880 -4.66292 -0.240 -0.139 -0.434 0.144
H 4.74175 23.09892 -2.75614 -0.332 0.209 -0.087 0.049
H 3.21394 22.83561 -3.72956 0.029 0.223 0.069 0.106
H 4.82522 22.97575 -4.52484 -0.127 0.085 -0.071 0.100
H 3.86807 19.53873 -2.27883 0.300 0.013 -0.181 0.141
H 2.58533 20.62074 -2.78326 0.061 -0.189 -0.209 0.113
H 4.61871 21.59441 -0.77952 -0.102 -0.046 0.273 0.042
H 3.04210 20.85728 -0.37895 -0.043 -0.039 -0.017 0.090
H 3.15864 22.37621 -1.30502 -0.131 -0.050 0.195 0.069
H 6.01592 19.81020 -2.94707 -0.577 -0.051 0.105 0.137
H 6.07588 21.41420 -2.22414 0.138 0.137 -0.059 0.111
H 6.68994 20.90212 -5.22498 -0.214 0.099 0.040 0.125
H 7.83818 20.56705 -3.97851 -0.021 -0.006 0.239 0.138
H 9.34126 22.92784 -4.38502 -0.070 -0.064 0.118 0.086
H 8.16511 23.93877 -5.27052 0.272 0.016 -0.035 0.061
H 8.49633 22.28733 -5.80242 -0.091 -0.040 0.038 0.106
C 5.74799 29.47988 -7.21859 0.516 0.025 0.553 -0.032
C 5.88008 28.82608 -5.83942 -0.546 -0.221 -0.042 -0.151
N 6.81712 27.62875 -5.74913 0.586 -0.810 -1.243 -0.251
C 6.41079 26.61942 -6.80628 -0.850 -0.301 1.424 0.031
C 8.24380 28.06902 -6.08821 -0.305 0.324 0.422 -0.140
C 9.19536 26.96047 -6.48504 -0.022 -0.740 -0.261 -0.050
C 6.80597 27.01090 -4.37157 -0.257 1.317 0.322 -0.076
C 5.63200 26.11715 -4.05960 -0.595 -1.122 0.699 -0.216
O 4.38113 26.68864 -4.37773 0.430 0.824 -0.633 -0.223
C 3.26740 25.86705 -4.15154 -0.816 -0.476 0.026 -0.085
H 5.64700 28.77210 -8.03577 -0.105 -0.081 0.048 0.083
H 6.59564 30.12845 -7.42941 -0.170 0.174 -0.134 0.088
H 4.82713 30.05847 -7.18722 0.116 0.202 -0.097 0.101
H 4.89384 28.46741 -5.55495 0.160 -0.275 0.126 0.116
H 6.19315 29.50696 -5.04835 0.228 0.214 -0.218 0.131
H 6.85302 25.64764 -6.59743 0.542 0.244 -0.183 0.096
H 6.64842 27.00261 -7.78620 -0.076 -0.127 -0.113 0.111
H 5.35121 26.44847 -6.61037 -0.113 0.274 -0.656 0.114
H 8.56516 28.62649 -5.20843 0.159 0.098 -0.113 0.139
H 8.12063 28.74464 -6.92993 0.163 0.172 0.136 0.123
H 10.24097 27.20958 -6.31669 -0.093 0.395 -0.017 0.102
H 9.07608 26.73278 -7.54415 0.142 0.045 -0.008 0.095
H 9.05370 26.00287 -5.97623 -0.158 0.186 0.262 0.058
H 6.82535 27.86294 -3.68560 -0.038 0.038 -0.074 0.128
H 7.76344 26.51364 -4.23150 -0.182 -0.383 -0.077 0.132
H 5.51576 25.88861 -2.98907 1.083 -0.082 0.093 0.069
H 5.82584 25.14328 -4.53438 -0.462 0.023 -0.245 0.112
H 2.36021 26.47261 -4.13028 0.215 0.259 -0.272 0.106
H 3.25717 25.35313 -3.18118 0.557 -0.034 -0.041 0.079
H 3.15643 25.14689 -4.97063 0.024 -0.105 0.147 0.097
C 5.87326 20.24507 8.28856 -0.065 0.965 -0.580 -0.067
C 5.18004 20.39821 6.92317 -0.621 0.175 0.578 -0.228
C 5.59483 21.61723 6.10001 0.044 -1.159 0.413 -0.128
N 4.66979 21.84577 4.92742 0.339 0.452 -0.565 -0.272
C 3.30266 22.24824 5.38599 0.020 -0.126 -0.117 0.040
C 4.61354 20.66854 3.96740 0.004 0.551 -0.310 -0.077
C 4.26300 21.28241 2.59356 -0.175 -1.017 0.660 -0.144
C 4.73628 22.72148 2.66060 -0.849 1.164 -0.599 -0.181
C 5.26585 22.95460 4.05581 0.452 -1.137 0.175 -0.085
H 5.33513 19.53756 8.91103 0.130 -0.227 -0.104 0.088
H 5.80008 21.21462 8.78856 0.287 -0.115 0.208 0.083
H 6.91639 19.96351 8.16599 0.027 -0.055 0.234 0.083
H 4.12825 20.57895 7.16800 -0.081 -0.541 -0.168 0.107
H 5.30939 19.46640 6.37132 -0.264 0.112 -0.213 0.116
H 6.59173 21.43953 5.69786 0.046 0.360 -0.082 0.134
H 5.55721 22.51278 6.71744 0.170 0.112 -0.112 0.142
H 3.41719 22.94358 6.21330 -0.080 0.005 0.013 0.121
H 2.75015 21.36667 5.69665 0.001 0.058 0.099 0.111
H 2.77164 22.73335 4.56998 0.058 -0.034 -0.049 0.114
H 3.85262 19.97728 4.31225 0.261 -0.238 0.124 0.138
H 5.60473 20.22204 3.91689 -0.031 -0.116 0.412 0.138
H 3.19147 21.12108 2.47251 -0.026 0.559 -0.320 0.120
H 4.74839 20.71418 1.80101 0.026 -0.029 0.046 0.095
H 3.92340 23.42543 2.46413 -0.082 -0.176 -0.062 0.112
H 5.46046 22.98763 1.88433 0.053 -0.139 0.222 0.048
H 5.05232 23.92594 4.48871 0.150 0.003 0.096 0.146
H 6.32508 22.69675 4.06457 0.106 0.559 0.181 0.126
Cl 5.35835 24.64514 -0.42029 0.148 -0.022 -0.313 -0.280